Computed, not measured: a structure of composition C13H36O5 at a distorted geometry, with the ωB97M-V functional and the def2-TZVPD basis.

Last column: Mulliken charge in e.
Positions of all 54 atoms, in Å:
1 O -1.2185 -0.0769 1.0188  -0.678
2 O -1.3303 -0.0638 -4.6086  -0.562
3 O 0.6697 0.5238 0.4332  -0.608
4 O 1.1815 -0.8765 4.0476  -0.645
5 O 2.4885 0.9823 1.5141  -0.753
6 C -2.0801 0.9562 0.6860  0.178
7 C 1.2209 -1.5337 2.8619  2.201
8 C -1.1935 -1.4346 -2.6613  -0.720
9 C 2.7907 2.2172 0.9336  0.409
10 C -0.2108 -2.1033 2.7082  -1.207
11 C -1.7100 -1.3664 -4.0913  0.156
12 C -1.2703 2.2594 0.5596  -1.401
13 C 1.1471 -0.6137 -0.2761  -0.245
14 C -2.7977 0.6608 -0.6078  -1.350
15 C 3.4210 1.9268 -0.4874  -1.312
16 C -3.2675 -1.4089 -4.0998  -1.197
17 C 1.5115 2.9664 0.8932  -1.209
18 C 2.3488 -2.5995 2.8359  -1.593
19 H -3.4084 -0.2419 -0.6208  0.451
20 H 1.2483 -1.5000 0.3503  0.138
21 H -0.3491 -2.6176 1.7572  0.302
22 H -0.5186 -2.5893 3.6340  0.412
23 H 2.3693 -3.2669 1.9744  0.313
24 H -0.1066 -1.3638 -2.7020  0.307
25 H -3.5062 1.4284 -0.9192  0.482
26 H -3.6277 -2.4022 -3.8320  0.348
27 H 1.0263 3.1099 1.8587  0.330
28 H -3.7096 -0.7062 -3.3935  0.241
29 H -1.5821 -0.6591 -2.0013  -0.564
30 H -0.7852 2.4744 1.5117  0.295
31 H -1.3315 -2.1975 -4.6864  0.412
32 H 3.4583 2.6646 1.6700  0.386
33 H -2.0832 0.5822 -1.4272  0.367
34 H 1.6307 3.9930 0.5469  0.494
35 H 3.3323 -2.1432 2.9475  0.318
36 H -0.5216 2.1002 -0.2164  0.561
37 H 1.3937 -0.7783 2.0953  -0.962
38 H 1.8248 -0.1692 3.9611  0.421
39 H -3.6198 -1.2370 -5.1168  0.351
40 H 3.7413 2.8258 -1.0139  0.433
41 H 2.7279 1.4177 -1.1572  0.187
42 H 0.4508 -0.8827 -1.0704  -0.358
43 H -0.2385 0.3951 0.7163  1.024
44 H -1.9504 3.1012 0.4295  0.371
45 H 4.3402 1.3499 -0.3856  0.341
46 H 2.3027 -3.1584 3.7706  0.397
47 H 1.7114 0.6232 1.0798  0.650
48 H 2.0617 -0.3011 -0.7800  0.459
49 H -1.5925 0.6301 -3.9992  0.329
50 H -1.4647 -2.3691 -2.1701  0.395
51 H 0.7689 2.4657 0.2720  -0.219
52 H -2.8770 1.1115 1.4132  0.407
53 H -1.8496 -0.7857 1.1634  0.526
54 H -0.9674 -1.3192 2.6805  0.193

Properties
Molecular weight: 272.4 g mol⁻¹
Lowest unoccupied orbital energy: 0.3 eV
Energy above the lowest of the compared OMol25 structures with the same formula, charge and spin: 122.86 kcal/mol
HOMO level: -8.8 eV
Electronic energy: -24296.3683 eV
HOMO-LUMO gap: 9.02 eV


Computed, not measured: a cluster of 5 separate species, C13H38N4O5 in total at a distorted geometry, with the ωB97M-V functional and the def2-TZVPD basis.

Last column: Mulliken charge in e.
Positions of all 60 atoms, in Å:
1 O 21.8145 -2.0436 -4.6935  0.251
2 O 16.9671 -3.9467 -11.3662  -0.648
3 O 19.2655 -9.7898 -3.3736  -0.282
4 O 16.3344 -3.7107 -3.4738  -0.333
5 O 18.4374 -6.6081 -7.8329  2.007
6 N 17.4848 -0.8988 -5.6397  -0.796
7 N 24.6221 -1.6101 -2.5034  -0.664
8 N 18.3550 -3.8092 -9.5536  -0.203
9 N 17.0647 -5.5317 -9.9620  -0.200
10 C 18.7632 -2.6418 -4.6631  -1.164
11 C 16.1478 -5.0116 -4.1181  -0.757
12 C 17.3044 -2.2412 -5.1561  0.604
13 C 18.8292 -6.9258 -6.5190  -0.493
14 C 17.4657 -4.3742 -10.3547  0.080
15 C 17.8498 -10.9935 -4.9801  -1.475
16 C 22.2010 -2.3342 -5.9906  -1.172
17 C 18.5520 -9.7095 -4.5918  0.118
18 C 22.9343 -3.4581 -2.4645  -1.114
19 C 16.2038 -2.5134 -4.1211  -0.789
20 C 19.5534 -5.6787 -5.9992  -0.795
21 C 23.6597 -2.3881 -3.3012  0.752
22 C 22.7470 -1.3464 -3.8552  -1.119
23 H 17.9398 -7.1228 -5.9204  -0.313
24 H 22.2725 -0.8432 -3.0127  0.344
25 H 19.4171 -2.6789 -5.5344  0.001
26 H 23.2854 -0.5687 -4.3969  0.405
27 H 25.2614 -2.2832 -2.1056  0.240
28 H 21.4744 -2.7593 -6.6830  0.219
29 H 17.0797 -3.0057 -5.8998  0.078
30 H 22.2386 -4.0472 -3.0621  0.053
31 H 19.7589 -5.7142 -4.9294  0.545
32 H 18.4330 -0.7852 -5.9684  0.322
33 H 22.5891 -1.4105 -6.4199  0.304
34 H 19.2357 -9.5126 -5.4175  0.049
35 H 18.9425 -7.1484 -8.4449  -0.507
36 H 20.4355 -5.3818 -6.5665  0.477
37 H 19.1384 -1.8415 -4.0253  0.562
38 H 17.4554 -5.8960 -9.1049  0.281
39 H 16.4343 -5.0361 -5.1694  0.253
40 H 16.4010 -6.0022 -10.5605  0.164
41 H 16.8500 -5.6702 -3.6069  0.189
42 H 16.0847 -1.7478 -3.3544  0.353
43 H 18.8354 -4.2243 -8.7681  0.209
44 H 18.5325 -11.7981 -5.2532  0.343
45 H 17.5471 -0.2795 -4.8443  0.323
46 H 18.8348 -4.8703 -6.1341  -0.594
47 H 17.2309 -11.3415 -4.1531  0.364
48 H 23.5444 -4.1902 -1.9354  0.446
49 H 15.1011 -5.2704 -3.9579  0.441
50 H 23.0939 -2.9593 -6.0016  0.345
51 H 24.1601 -2.8446 -4.1552  0.142
52 H 25.0047 -0.8225 -3.0067  0.212
53 H 20.0868 -9.3382 -3.5813  0.198
54 H 17.1675 -10.8752 -5.8219  0.421
55 H 22.2937 -2.9784 -1.7245  0.297
56 H 17.8681 -8.8614 -4.5578  -0.068
57 H 18.6861 -3.5687 -4.0948  0.350
58 H 19.4118 -7.8392 -6.3991  -0.813
59 H 18.6627 -2.9650 -10.0149  0.192
60 H 15.2555 -2.5668 -4.6559  0.366

Properties
Molecular weight: 330.5 g mol⁻¹
Lowest unoccupied orbital energy (alpha / beta): 2.6 / 2.5 eV
2S+1: 2
HOMO level (alpha / beta): 0.3 / -6.8 eV
Total charge: -1
Electronic energy: -30291.9247 eV
HOMO-LUMO gap (alpha / beta): 2.24 / 9.33 eV


Computed, not measured: a cluster of 3 separate species, C13H38O10P3 in total at a distorted geometry, with the ωB97M-V functional and the def2-TZVPD basis.

Last column: Mulliken charge in e.
Positions of all 64 atoms, in Å:
1 P 5.3141 3.3781 0.9397  -0.238
2 P -2.1138 2.3784 1.2549  1.127
3 P -0.2949 -4.1966 -2.1204  1.159
4 O -1.6075 3.5031 2.3954  -0.261
5 O 3.3513 5.2282 -0.7120  -0.368
6 O -0.5919 1.8408 0.9992  -0.270
7 O 0.3112 -2.6827 -1.7377  -0.326
8 O 0.6538 -4.3163 -3.4570  -0.333
9 O -2.5607 1.3761 2.4960  -0.347
10 O 0.7241 -4.8580 -1.0003  -0.338
11 O -2.8947 1.7371 0.1322  -0.812
12 O -1.2558 -5.3475 -2.2949  -0.807
13 O 3.5465 3.9261 -1.2369  -0.279
14 C -3.7264 0.5676 2.3886  -0.441
15 C -3.3770 -0.8119 1.8691  -0.745
16 C 0.1212 -3.9157 -4.7167  -0.331
17 C -2.5332 4.5425 2.7649  -0.364
18 C -3.7501 4.0166 3.5066  -0.986
19 C 0.6095 3.8253 0.2018  -1.408
20 C 3.7947 2.9849 -0.1696  -0.387
21 C -0.4224 -1.8981 -0.7672  -0.236
22 C 0.1646 2.4052 -0.0847  -0.146
23 C -0.3962 -2.5021 0.6243  -1.008
24 C 0.7456 -7.2817 -0.8324  -1.198
25 C 0.3145 -5.9683 -0.2069  -0.348
26 C -0.0062 -2.4060 -4.8326  -0.945
27 H 5.9350 4.2194 -0.0950  -0.105
28 H -0.4234 2.3612 -1.0077  0.308
29 H -2.8444 -1.3800 2.6349  0.300
30 H -0.8454 -4.4025 -4.8833  0.280
31 H 1.8271 -7.4054 -0.7463  0.299
32 H 4.0448 5.7485 -1.1358  0.307
33 H 0.2618 -8.1252 -0.3353  0.350
34 H -4.1573 0.4874 3.3904  0.414
35 H 1.1148 3.8873 1.1639  0.380
36 H 6.4421 3.6979 1.8308  0.053
37 H 0.9343 -1.9181 -4.5783  0.248
38 H -0.8163 -1.8077 1.3497  0.339
39 H 0.0428 -0.9127 -0.7460  0.233
40 H -0.7634 -5.9475 -0.0378  0.370
41 H -4.3399 4.8423 3.9088  0.425
42 H -0.2542 4.5006 0.2414  0.385
43 H 0.8121 -4.2815 -5.4775  0.323
44 H -1.4521 -1.7713 -1.1126  0.305
45 H 0.5108 -7.3248 -1.8957  0.298
46 H -0.7661 -2.0222 -4.1472  0.227
47 H -0.2919 -2.1211 -5.8473  0.402
48 H 3.9390 2.0015 -0.6609  0.362
49 H 6.0752 2.2172 0.4180  -0.045
50 H 4.5843 4.5146 1.5125  -0.091
51 H -4.2769 -1.3658 1.5924  0.392
52 H 1.2831 4.1808 -0.5749  0.395
53 H -2.7196 -0.7656 1.0025  -0.117
54 H -4.3979 3.4383 2.8423  0.250
55 H 2.9040 2.9924 0.4994  -0.244
56 H -3.4535 3.3602 4.3242  0.232
57 H 0.6210 -2.7534 0.9229  0.309
58 H -2.8365 5.0913 1.8689  0.305
59 H 1.0409 1.7705 -0.2177  0.339
60 H -4.4784 1.0467 1.7591  0.375
61 H 4.8034 2.4663 1.9935  -0.048
62 H 0.7906 -5.8542 0.7701  0.397
63 H -1.9846 5.2331 3.4055  0.364
64 H -0.9857 -3.4236 0.6648  0.320

Properties
Molecular weight: 447.4 g mol⁻¹
Lowest unoccupied orbital energy: 1.4 eV
HOMO level: -3.0 eV
Total charge: -1
Electronic energy: -62433.9613 eV
HOMO-LUMO gap: 4.37 eV


Computed, not measured: a structure of composition C13H39ClHfN7O4P2 at a distorted geometry, with the ωB97M-V functional and the def2-TZVPD basis.

Last column: Mulliken charge in e.
Positions of all 67 atoms, in Å:
1 Hf 0.6949 -2.9969 -1.5281  0.996
2 Cl 1.9567 -2.4713 0.7785  -0.193
3 P 1.5169 0.7307 -2.0029  0.041
4 P -2.0590 -1.5741 0.7655  -0.007
5 O -0.9856 -1.9179 -0.2253  -0.134
6 O 1.1326 -0.6845 -1.7298  0.148
7 O 2.7508 1.9632 3.6738  -0.511
8 O 1.8220 0.1575 4.3561  -0.547
9 N -1.6347 -1.9462 2.3302  0.380
10 N 0.8792 1.8662 -0.9225  0.717
11 N 3.1752 1.0447 -1.8489  0.285
12 N -2.5337 0.0420 0.7675  0.650
13 N 1.1946 1.3055 -3.5036  0.175
14 N 2.6965 0.7467 3.7498  0.923
15 N -3.4675 -2.4789 0.6051  0.253
16 C 1.9841 0.8916 -4.6602  -0.973
17 C -0.8971 -0.9943 3.1429  -0.970
18 C -4.4918 -2.5869 1.6370  -0.985
19 C -3.9711 -2.6675 -0.7489  -0.849
20 C -2.3551 0.7393 -0.5072  -1.141
21 C 3.9846 0.1319 -1.0394  -0.814
22 C -3.5192 0.5821 1.7109  -1.055
23 C 0.7818 3.3049 -1.2059  -1.185
24 C -1.4094 -3.3373 2.7377  -1.105
25 C 3.7648 2.3408 -2.1279  -0.940
26 C 3.7969 -0.0367 3.1010  -0.414
27 C -0.2401 1.4230 -3.8463  -0.876
28 C 0.8162 1.5085 0.4797  -1.198
29 H 4.2107 -0.6728 3.8789  0.339
30 H -0.2093 3.6679 -0.9296  0.322
31 H -5.1221 -3.4336 1.3593  0.434
32 H 0.7340 0.4357 0.6484  0.129
33 H -3.2767 -3.2650 -1.3486  0.186
34 H 1.5053 3.7936 -0.5469  0.408
35 H 3.2889 -0.6508 2.3613  -0.133
36 H -0.7986 1.9067 -3.0423  0.228
37 H 3.4236 2.7251 -3.0917  0.346
38 H 4.0622 0.3798 0.0263  0.269
39 H -1.0402 -1.1672 4.2099  0.371
40 H -3.2431 0.3320 2.7296  0.355
41 H -5.1766 -1.7355 1.6565  0.342
42 H 1.6157 1.4341 -5.5277  0.369
43 H -2.8676 1.6997 -0.4483  0.456
44 H -1.3012 1.0353 -0.6047  0.313
45 H -3.5894 1.6684 1.6303  0.414
46 H -4.1574 -1.7377 -1.3007  0.285
47 H 0.9975 3.4949 -2.2517  0.373
48 H -4.5158 0.2647 1.4007  0.354
49 H -4.9218 -3.1959 -0.7592  0.405
50 H -0.7533 0.4679 -3.9902  0.305
51 H -0.0307 1.9832 0.9827  0.372
52 H 4.8397 2.1989 -2.2263  0.412
53 H 3.5653 3.1373 -1.4053  0.236
54 H -2.7667 0.1611 -1.3359  0.194
55 H 1.7133 1.8746 0.9952  0.444
56 H 3.0558 1.0608 -4.5565  0.355
57 H 1.9192 -0.1740 -4.9149  0.286
58 H -0.3659 -3.6314 2.6212  0.273
59 H -0.3214 2.0528 -4.7276  0.448
60 H 5.0411 0.2631 -1.2957  0.399
61 H -1.2303 0.0359 3.0101  0.215
62 H -1.7764 -3.5254 3.7444  0.373
63 H -4.1868 -2.7582 2.6668  0.303
64 H 3.6558 -0.8730 -1.2891  0.196
65 H 0.1652 -1.0649 2.8926  0.248
66 H 4.4610 0.7396 2.7396  0.291
67 H -1.9865 -4.0137 2.1004  0.413

Properties
Molecular weight: 633.4 g mol⁻¹
Lowest unoccupied orbital energy: -13.7 eV
HOMO level: -16.9 eV
Total charge: +3
Electronic energy: -65109.4867 eV
HOMO-LUMO gap: 3.22 eV